Run A
{
  "formula": "CH4N2O2",
  "method": "ωB97M-V/def2-TZVPD",
  "orbital_gap_ev": 10.277,
  "total_charge": 0,
  "symbols": ["C", "N", "N", "O", "O", "H", "H", "H", "H"],
  "coordinates": [[0.1675, 0.2504, -1.4098], [-0.4730, -0.9538, 2.1273], [-0.0628, 0.0152, 2.3971], [0.1478, 1.0856, 2.7372], [-0.0178, -0.1023, -0.0058], [1.0459, -0.2835, -1.6742], [0.2152, 1.3228, -1.3847], [-0.5758, -0.0760, -2.1129], [-0.4470, -1.2585, -0.6742]],
  "lowdin_charge": [-0.215, 0.213, -0.355, 0.108, -0.253, 0.061, 0.076, 0.058, 0.308]
}

Run B
{
  "formula": "CH4N2O2",
  "method": "ωB97M-V/def2-TZVPD",
  "smiles": "[H]/N=[N+](/[O-])OC",
  "orbital_gap_ev": 10.517,
  "total_charge": 0,
  "symbols": ["H", "N", "N", "O", "O", "C", "H", "H", "H"],
  "coordinates": [[1.9724, -1.5704, -0.4147], [2.2171, -0.6213, -0.0146], [1.1077, 0.1644, 0.2418], [1.2358, 1.2410, 0.6497], [-0.1346, -0.5156, 0.0283], [-1.3423, 0.2187, -0.1020], [-2.0855, -0.3061, 0.6967], [-1.6565, 0.0839, -1.0714], [-1.3141, 1.3055, -0.0138]],
  "lowdin_charge": [0.063, 0.114, -0.390, 0.097, -0.094, -0.070, 0.148, 0.045, 0.086]
}

Run C
{
  "formula": "CH4N2O2",
  "method": "ωB97M-V/def2-TZVPD",
  "smiles": "O/N=C\\NO",
  "orbital_gap_ev": 9.672,
  "total_charge": 0,
  "symbols": ["O", "N", "C", "N", "O", "H", "H", "H", "H"],
  "coordinates": [[1.4504, -1.3694, 0.1832], [0.2323, -1.0724, 1.0136], [-0.2540, 0.0051, 0.5044], [0.0230, 0.5841, -0.5929], [-1.1182, 1.4290, -0.9151], [1.5668, -2.1829, 0.6435], [-1.1467, 0.3598, 1.0531], [0.2149, -0.2028, -1.3710], [-0.9686, 2.4495, -0.5187]],
  "lowdin_charge": [-0.109, 0.031, -0.355, -0.048, -0.120, 0.047, 0.141, 0.215, 0.198]
}

Run D
{
  "formula": "CH4N2O2",
  "method": "ωB97M-V/def2-TZVPD",
  "orbital_gap_ev": [8.757, 8.419],
  "total_charge": 0,
  "symbols": ["C", "N", "N", "O", "O", "H", "H", "H", "H"],
  "coordinates": [[-1.5970, -0.0202, -0.4205], [1.8797, 0.0851, 0.7773], [0.5632, -0.0171, -0.7985], [1.1882, -0.9635, 0.0830], [1.2862, 1.0328, -0.1232], [-1.7917, 0.0502, -1.4765], [-1.6167, -1.0385, 0.0081], [-1.6271, 0.8310, 0.1625], [1.7152, 0.0402, 1.7878]],
  "lowdin_charge": [0.087, -0.008, 0.016, -0.131, -0.109, 0.011, 0.031, -0.017, 0.121]
}

Last place for stability: run D

Run A
{
  "formula": "C3H10O4",
  "method": "ωB97M-V/def2-TZVPD",
  "smiles": "OC(O)(O)O.CC",
  "orbital_gap_ev": 11.370,
  "total_charge": 0,
  "symbols": ["O", "C", "O", "O", "O", "H", "H", "H", "H", "C", "C", "H", "H", "H", "H", "H", "H"],
  "coordinates": [[-3.1315, 0.9488, 0.2456], [-1.8801, 0.6197, -0.0839], [-1.8692, -0.7630, 0.7803], [-0.9500, 1.4262, 0.4600], [-1.6648, 0.3371, -1.3955], [-3.1271, 0.3022, 1.0870], [-1.9725, -1.5233, 0.1942], [-0.0734, 1.0743, 0.2611], [-2.4310, 0.6472, -1.9058], [2.6490, 0.0633, 0.3940], [1.6286, -0.8353, -0.3006], [3.2938, 0.5622, -0.3336], [3.2762, -0.5149, 1.0701], [2.1580, 0.8380, 0.9820], [0.9333, -1.2675, 0.4185], [2.1274, -1.6388, -0.8454], [1.0335, -0.2760, -1.0280]],
  "lowdin_charge": [0.055, -0.735, -0.066, 0.125, 0.100, 0.178, 0.078, 0.088, 0.137, -0.161, -0.170, 0.067, 0.064, 0.056, 0.062, 0.068, 0.055]
}

Run B
{
  "formula": "C3H10O4",
  "method": "ωB97M-V/def2-TZVPD",
  "orbital_gap_ev": 3.455,
  "total_charge": 0,
  "symbols": ["O", "C", "O", "C", "C", "H", "H", "H", "H", "H", "H", "H", "H", "O", "H", "H", "O"],
  "coordinates": [[-1.7964, 0.7714, -2.0280], [0.5515, -0.0806, 0.2734], [0.2237, -1.2427, 0.3061], [1.4155, 0.4710, 1.3069], [1.3834, -0.1274, 2.6570], [-1.9708, -1.4638, 0.0594], [0.2996, 0.5929, -0.5641], [2.0413, 1.3260, 1.1033], [2.2988, 0.1982, 3.1363], [1.4644, -1.1917, 2.4453], [0.4987, 0.1880, 3.1869], [-2.3306, -0.1338, -0.8931], [-0.4762, 0.1872, -2.4338], [0.3554, -0.3361, -2.6812], [-2.2928, 1.5086, -2.3902], [0.8496, 0.0218, -3.4177], [-2.5151, -0.6890, -0.0666]],
  "lowdin_charge": [-0.316, -0.227, 0.132, 0.162, -0.011, -0.006, 0.111, 0.134, 0.092, 0.113, 0.127, -0.033, -0.055, -0.118, -0.026, 0.016, -0.095]
}

Last place for stability: run B